DFT (ωB97M-V/def2-TZVPD) results for 2 unconnected molecules or ions with the total composition C5H14NS.

CARTESIAN COORDINATES (ANGSTROEM)
S -1.416 0.615 -0.026
N 1.617 1.423 -0.833
C 2.610 0.690 -0.559
C -1.479 -1.975 1.016
C -0.705 -3.217 1.444
C 1.694 2.793 -1.354
C -0.549 -0.947 0.375
H 3.611 1.103 -0.563
H -1.357 -3.984 1.856
H 0.030 -2.964 2.210
H -0.097 -1.382 -0.515
H -1.981 -1.514 1.866
H -0.188 -3.661 0.591
H 2.459 -0.352 -0.308
H 0.959 2.883 -2.145
H -2.255 -2.262 0.306
H 0.663 1.013 -0.756
H 2.682 2.977 -1.750
H 1.439 3.494 -0.565
H -2.148 0.092 -1.019
H 0.243 -0.717 1.088

* Kohn-Sham gap: 8.4 eV
* total charge: +1
* max |F|: 0.653 eV/Å
* energy relative to the best compared isomer or geometry (same formula, charge and spin): 1.023 eV
* highest occupied orbital energy: -13.1854 eV

DFT (ωB97M-V/def2-TZVPD) results for 2 unconnected molecules or ions with the total composition CH7NS2 in a non-equilibrium geometry.

CARTESIAN COORDINATES (ANGSTROEM)
S 0.664 0.821 -2.116
S 2.490 0.870 -0.961
N -0.753 0.537 0.901
C -0.908 -0.857 0.463
H 0.010 0.603 1.560
H -1.818 -1.294 0.898
H -1.590 0.945 1.286
H 0.073 1.131 -0.919
H 2.957 -0.318 -1.398
H -1.035 -1.022 -0.603
H -0.089 -1.418 0.889

* Kohn-Sham gap: 8.9 eV
* max |F|: 1.691 eV/Å
* energy relative to the best compared isomer or geometry (same formula, charge and spin): 0.704 eV
* SMILES: CN.SS
* highest occupied orbital energy: -8.5993 eV

DFT (ωB97M-V/def2-TZVPD) results for 2 unconnected molecules or ions with the total composition CH3NO2S in a non-equilibrium geometry.

CARTESIAN COORDINATES (ANGSTROEM)
S 3.283 -0.869 -0.492
O 0.135 -0.310 0.665
O 0.792 1.541 -0.326
N 1.058 0.608 0.407
C -1.116 -0.242 0.011
H -1.141 0.822 0.005
H -1.185 -0.823 -0.969
H -1.825 -0.727 0.698

* Kohn-Sham gap (spin up / spin down): 7.3 / 7.3 eV
* max |F|: 2.757 eV/Å
* energy relative to the best compared isomer or geometry (same formula, charge and spin): 6.084 eV
* highest occupied orbital energy (spin up / spin down): -9.7474 / -9.7469 eV

DFT (ωB97M-V/def2-TZVPD) results for a molecular structure, C7H14LaN2OP in a non-equilibrium geometry.

CARTESIAN COORDINATES (ANGSTROEM)
La -0.242 -0.991 -0.400
P 2.216 0.706 1.109
O -0.935 -1.020 1.960
N -1.717 0.970 2.745
N -1.860 -0.930 4.084
C -1.929 -0.322 -2.270
C -0.937 -0.991 -3.053
C -1.790 0.416 -1.111
C 0.490 -0.928 -2.944
C -1.498 -0.350 2.906
C 1.227 -0.314 -1.980
C -1.673 -2.321 4.464
H 1.077 -1.441 -3.715
H -1.268 -1.480 -3.981
H -2.643 -2.781 4.680
H -1.507 1.395 1.850
H -2.679 0.998 -0.845
H 2.315 -0.366 -2.066
H -2.168 1.566 3.441
H -1.163 -2.927 3.712
H 3.453 0.818 0.412
H -2.303 -0.320 4.768
H 2.807 0.162 2.270
H -1.094 -2.363 5.392
H 2.279 2.032 1.610
H -2.958 -0.419 -2.686

* Kohn-Sham gap: 5.6 eV
* max |F|: 3.478 eV/Å
* highest occupied orbital energy: -5.5783 eV

DFT (ωB97M-V/def2-TZVPD) results for C15H23N5O3 in the gas phase in a non-equilibrium geometry.

CARTESIAN COORDINATES (ANGSTROEM)
O -0.984 1.342 -0.949
O 0.694 3.395 -1.664
O 2.614 3.907 -0.715
N -3.607 -1.448 -1.398
N -2.690 -3.384 -0.578
N -1.125 1.762 2.669
N 0.529 1.539 0.554
N -1.169 -1.498 -0.856
C 4.298 -2.625 0.809
C 2.891 -2.668 0.873
C -3.675 0.059 0.294
C -3.605 -0.050 -1.203
C 1.656 3.070 -0.991
C 1.739 1.606 -0.299
C -1.645 1.206 1.425
C -3.227 1.411 1.040
C 2.160 -1.638 0.152
C -2.547 -2.172 -0.966
C 1.930 0.417 -1.234
C 4.931 -1.620 0.019
C -0.749 1.427 0.244
C 4.154 -0.649 -0.604
C 2.808 -0.681 -0.549
H -4.479 0.466 -1.523
H -4.775 -0.084 0.457
H -3.217 -0.757 0.774
H -1.756 -3.773 -0.249
H 4.883 -3.308 1.407
H -1.112 -0.583 -1.367
H -3.846 1.374 1.934
H 2.376 0.768 -2.160
H 3.333 3.413 -0.305
H 0.997 -1.590 0.123
H 2.610 1.691 0.417
H -2.609 0.326 -1.567
H -0.473 -2.205 -1.153
H -1.889 1.786 3.268
H 5.970 -1.651 -0.047
H -1.591 0.101 1.564
H 0.992 0.011 -1.535
H 0.696 1.426 1.561
H -3.389 2.401 0.480
H 2.504 -3.338 1.649
H 4.860 0.176 -1.162
H -1.134 2.762 2.567
H -4.333 -2.121 -1.205

* Kohn-Sham gap: 8.7 eV
* max |F|: 5.471 eV/Å
* energy relative to the best compared isomer or geometry (same formula, charge and spin): 3.970 eV
* SMILES: [H]/N=C(\N)NCCC[C@H](N)C(=O)N[C@@H](Cc1ccccc1)C(=O)O
* highest occupied orbital energy: -8.4251 eV

DFT (ωB97M-V/def2-TZVPD) results for 2 unconnected molecules or ions with the total composition C2H3FS3 in a non-equilibrium geometry.

CARTESIAN COORDINATES (ANGSTROEM)
S -3.423 -1.185 0.195
S -5.360 1.185 -0.153
S 0.123 -1.764 -0.113
F -0.471 0.423 -1.243
C -0.080 0.011 0.007
C -4.420 -0.038 0.041
H 0.998 -1.561 -0.964
H 0.919 0.341 0.302
H -0.914 0.082 0.833

* Kohn-Sham gap: 9.5 eV
* max |F|: 3.643 eV/Å
* energy relative to the best compared isomer or geometry (same formula, charge and spin): 0.147 eV
* highest occupied orbital energy: -9.5524 eV

DFT (ωB97M-V/def2-TZVPD) results for C4H6N2O2 in the gas phase in a non-equilibrium geometry.

CARTESIAN COORDINATES (ANGSTROEM)
O -1.089 2.528 0.814
O 0.447 3.792 -0.087
N 0.062 0.296 -0.553
N -0.155 2.782 0.059
C 1.280 2.089 -1.817
C -1.013 -1.560 0.524
C 0.450 1.557 -0.837
C -0.415 -0.152 0.582
H -1.862 -1.691 -0.161
H -0.275 -2.233 0.177
H -1.384 -1.900 1.462
H 1.668 1.512 -2.563
H 1.232 3.188 -1.910
H -0.666 0.247 1.579

* Kohn-Sham gap: 8.9 eV
* max |F|: 5.077 eV/Å
* energy relative to the best compared isomer or geometry (same formula, charge and spin): 5.636 eV
* SMILES: C=C(/N=C/C)[N+](=O)[O-]
* highest occupied orbital energy: -9.3506 eV

DFT (ωB97M-V/def2-TZVPD) results for a molecular structure, C23H49N4P3PrS in a non-equilibrium geometry.

CARTESIAN COORDINATES (ANGSTROEM)
Pr -0.174 -0.117 0.338
S 1.185 -0.444 -4.382
P -2.144 1.919 0.511
P 1.522 1.613 -1.082
P -2.579 -1.679 1.457
N 0.775 0.211 2.663
N 0.832 -0.201 5.125
N 2.946 -0.058 3.893
N 1.588 1.953 4.253
C 2.212 -0.313 2.639
C 0.876 -1.408 -8.316
C 2.499 3.044 -0.539
C 0.629 2.292 -2.534
C -4.165 -1.574 0.534
C 2.213 -0.713 5.013
C -3.371 2.061 1.854
C -0.431 -2.669 -1.576
C -1.426 3.600 0.502
C 0.539 -3.062 -0.738
C 1.310 -1.294 -5.909
C 0.806 -0.715 -7.105
C 2.143 -3.151 -7.254
C -2.375 -3.506 1.478
C 2.850 0.516 -1.718
C 0.852 1.681 3.006
C 2.077 -2.474 -6.044
C -3.229 -1.454 3.168
C 0.112 -0.430 3.863
C 2.959 1.406 4.159
C 1.518 -2.650 -8.399
C -3.206 1.925 -0.980
C 0.910 1.255 5.372
H -3.391 -0.393 3.379
H 2.680 -4.103 -7.318
H 3.205 2.709 0.235
H -3.815 1.010 -1.014
H 3.497 1.910 3.338
H 3.474 1.569 5.112
H 0.343 -3.659 0.153
H -4.572 -0.557 0.570
H 1.532 -3.190 -9.329
H -1.784 -3.792 2.359
H -0.109 3.042 -2.219
H -2.582 1.973 -1.885
H -0.107 1.652 5.477
H -3.355 -4.003 1.522
H -0.801 3.736 1.397
H -2.849 2.065 2.824
H -1.829 -3.828 0.581
H 0.066 -1.517 3.689
H 1.831 3.808 -0.120
H -3.891 3.019 1.714
H -3.992 -1.827 -0.514
H 0.040 -0.837 -3.641
H 2.756 -0.485 5.945
H 3.566 0.324 -0.902
H -2.271 4.301 0.530
H -0.818 3.769 -0.399
H -4.182 -1.987 3.293
H -4.898 -2.274 0.955
H -0.167 -2.057 -2.452
H 1.555 -2.679 -0.850
H 1.484 1.429 6.300
H -2.500 -1.844 3.894
H 1.377 2.211 2.191
H 2.190 -1.796 4.835
H 0.415 -0.973 -9.209
H -0.159 2.072 3.124
H 2.729 0.189 1.803
H -4.091 1.231 1.827
H 3.037 3.433 -1.413
H -1.504 -2.865 -1.448
H 3.349 1.031 -2.549
H 2.465 -0.453 -2.068
H 2.153 -1.395 2.472
H 0.348 0.276 -7.046
H 0.082 1.505 -3.069
H 1.374 2.743 -3.208
H -3.854 2.810 -0.925
H 2.611 -2.848 -5.159
H -0.892 -0.019 3.964

* Kohn-Sham gap (spin up / spin down): 4.9 / 5.5 eV
* total charge: +3
* max |F|: 2.136 eV/Å
* highest occupied orbital energy (spin up / spin down): -15.2611 / -15.2611 eV
* spin multiplicity: 3